The following is a DFT calculation (ωB97M-V/def2-TZVPD) of a single C6H10 molecule.

ORCA input file:
```
! wB97M-V def2-TZVPD RIJCOSX def2/J DEFGRID3
* xyz 0 1
H 2.89592 -0.65629 0.31396
H -3.20297 -0.23156 1.16535
C 0.85946 0.28554 0.18069
C 1.84592 -0.92880 0.30752
H 0.51764 0.89022 -1.92521
H 1.66738 -1.70069 -0.44148
H -1.34136 0.76832 -1.06115
C -1.62824 0.23685 -0.15778
H 1.69814 -1.49509 1.24159
H 1.19141 0.87537 1.04287
C -0.44619 -0.16561 0.50762
C -2.91176 0.06770 0.16632
H 1.81204 1.73872 -1.03898
H -0.55267 -0.76230 1.40944
C 1.26592 0.79675 -1.13899
H -3.67064 0.28087 -0.57178
*
```

Computed properties:
Energy above the lowest of the compared OMol25 structures with the same formula, charge and spin ... 5.524 eV

=====

The following is a DFT calculation (ωB97M-V/def2-TZVPD) of a single C6H10 molecule.

ORCA input file:
```
! wB97M-V def2-TZVPD RIJCOSX def2/J DEFGRID3
* xyz 0 1
C 0.00928 0.56210 0.14871
H -3.21850 -0.73087 -0.21629
C 3.28444 -0.71460 0.85049
C 1.35683 0.43200 -0.60368
C -2.42688 -0.14103 0.25792
H 4.04323 -1.18845 1.43359
H 0.14088 0.25264 1.19176
H -2.75978 0.90359 0.28719
H -1.23755 0.04262 -1.53619
C 2.42453 -0.18706 0.19136
C -1.10395 -0.26923 -0.49040
H -0.29920 1.61510 0.17716
H 1.69830 1.41296 -0.95843
H -2.32399 -0.48669 1.29325
H -0.79438 -1.32310 -0.52187
H 1.20673 -0.17996 -1.50460
*
```

Computed properties:
Energy above the lowest of the compared OMol25 structures with the same formula, charge and spin ... 1.542 eV

=====

The following is a DFT calculation (ωB97M-V/def2-TZVPD) of a single C6H10 molecule.

ORCA input file:
```
! wB97M-V def2-TZVPD RIJCOSX def2/J DEFGRID3
* xyz 0 1
C -1.17292 -1.27162 -1.16167
H 2.04992 -1.22456 0.52058
H 2.80755 0.12615 -0.33351
C -0.09527 1.45971 -0.14204
C -1.85969 -0.53668 -0.05911
C -0.63688 0.21164 0.48969
C 1.97545 -0.14827 0.32273
H -0.50651 0.14220 1.56770
H 2.10144 0.37793 1.27544
H 0.53871 -0.22962 -1.33006
C 0.65563 0.17832 -0.32552
H 0.32564 2.20375 0.52966
H -0.66378 -2.12935 -0.67235
H -0.61381 1.86670 -1.00647
H -2.26740 -1.17330 0.73485
H -2.63809 0.14701 -0.40991
*
```

Computed properties:
Energy above the lowest of the compared OMol25 structures with the same formula, charge and spin ... 4.652 eV

=====

The following is a DFT calculation (ωB97M-V/def2-TZVPD) of a single C6H10 molecule.

ORCA input file:
```
! wB97M-V def2-TZVPD RIJCOSX def2/J DEFGRID3
* xyz 0 1
C -0.73296 0.08249 0.20208
H -0.39840 -1.66733 1.56537
H 0.38140 -1.87433 -0.00964
H -1.74707 0.32118 0.50044
H -1.51414 -0.33367 -1.80650
H -0.67247 1.21368 -1.72483
C 1.44628 0.86304 0.70631
H 3.19236 -0.13583 -0.26811
H -0.04336 2.33751 0.93694
C 0.12995 1.24765 1.13125
H -1.35366 -2.02189 0.12824
H 0.04053 1.20636 2.24568
C 2.28362 0.24064 0.10719
H 0.23365 -0.30507 -1.79977
C -0.49289 -1.43816 0.50238
C -0.64896 0.18645 -1.35734
*
```

Computed properties:
Energy above the lowest of the compared OMol25 structures with the same formula, charge and spin ... 2.548 eV

=====

The following is a DFT calculation (ωB97M-V/def2-TZVPD) of C6H10BN3S as an isolated structure.

ORCA input file:
```
! wB97M-V def2-TZVPD RIJCOSX def2/J DEFGRID3
* xyz 0 1
H 2.79604 2.01870 -0.48199
H -0.26721 1.14235 -3.30097
H 2.35167 3.20400 -2.71435
H 1.31741 -2.32349 1.15858
B -0.70186 -0.61631 0.89744
C 1.82685 1.57328 -0.75230
C -0.00780 0.27720 -0.20957
C -2.79697 -1.77563 2.39030
H -0.25143 -2.76385 1.92845
H 1.25774 2.73135 -3.80536
H -1.81414 -1.98716 2.77898
C 0.17702 1.11181 -2.30054
N -0.49200 0.32585 -1.47080
H 0.90984 -1.62603 2.75948
N 1.97028 2.40934 -3.02569
C 0.54828 -2.06126 1.90025
N 1.13571 0.91412 0.14805
H -3.33457 -1.23514 3.14632
H -3.48679 -2.49629 1.90168
S -2.46271 -0.57807 1.07263
C 1.32463 1.75525 -2.02059
*
```

Computed properties:
Energy above the lowest of the compared OMol25 structures with the same formula, charge and spin ... 2.073 eV

=====

The following is a DFT calculation (ωB97M-V/def2-TZVPD) of C6H10Br2Cl6O2Sr3 as an isolated structure.

ORCA input file:
```
! wB97M-V def2-TZVPD RIJCOSX def2/J DEFGRID3
* xyz 4 1
O -2.42176 -0.44584 0.03497
H 0.37961 -0.47178 -1.99936
C -0.38157 -1.11297 -1.55482
H -2.01119 3.90374 0.67776
Br -3.45217 2.19504 2.68240
C 2.12371 -4.27664 -1.29814
Cl 3.27688 -5.29488 -2.14943
H -0.57917 0.02526 0.35445
C -1.17946 -0.16087 -0.53612
H -1.17475 0.84031 -0.96705
C -1.56612 2.85741 2.56573
H -1.19850 2.47566 0.36442
C -1.22429 3.27912 1.10054
H -1.60603 3.74600 3.19573
O -1.07887 -1.73313 -2.63203
Cl 4.53832 2.25524 1.23834
Sr -4.79410 0.03576 0.66322
H 0.19719 -1.85682 -1.00725
H -0.77445 2.21290 2.94780
C 3.33660 0.91692 0.89318
Cl 0.49669 -5.07851 -1.15619
Sr -3.12655 -2.78749 -1.56301
Sr -1.86614 0.07650 -4.36207
H 1.87813 -3.37886 -1.86541
Cl 1.78036 1.14468 1.72548
Br 0.57798 4.14908 1.13672
Cl 2.77756 -3.73022 0.20801
H 3.09106 0.82154 -0.16451
Cl 3.98102 -0.60715 1.46663
*
```

=====

The following is a DFT calculation (ωB97M-V/def2-TZVPD) of an isolated ion of composition C6H10BrIN3 and charge +1.

ORCA input file:
```
! wB97M-V def2-TZVPD RIJCOSX def2/J DEFGRID3
* xyz 1 1
H -1.65229 -1.03277 -0.40470
H -0.63859 2.51549 -0.87563
N -0.54437 0.75345 0.20220
C -1.45870 0.01006 -0.76052
I 1.00540 3.09899 1.18860
N 1.12663 1.38871 -1.41539
C 0.09678 -0.89502 2.03717
C 0.20107 1.86401 -0.47471
Br 2.98500 -1.43288 0.70274
C 0.44651 -0.24086 0.77897
H -0.73185 -0.25198 2.38546
H 2.82151 -1.14864 -2.28818
C 1.71833 0.25300 -1.24451
H 0.89941 -1.02525 2.67835
H 2.44929 0.16561 -3.13475
H -2.42009 0.33056 -0.54852
H -1.15569 0.09091 -1.71617
H -1.01127 1.12093 0.97304
C 1.53819 -0.46464 0.01205
H -0.18223 -1.94055 1.79008
N 2.44234 -0.25263 -2.23725
*
```

Computed properties:
Energy above the lowest of the compared OMol25 structures with the same formula, charge and spin ... 0.000 eV

=====

The following is a DFT calculation (ωB97M-V/def2-TZVPD) of an isolated ion of composition C6H10BrN2 and charge +1.

ORCA input file:
```
! wB97M-V def2-TZVPD RIJCOSX def2/J DEFGRID3
* xyz 1 1
H 0.78371 2.50283 0.34512
N 0.17413 1.15930 -2.22408
C 0.48172 0.69710 -0.75514
C 0.14664 1.64550 0.38607
Br 2.34439 0.20291 -0.84735
H -0.42632 -3.01522 -0.37416
H -0.32245 -2.98515 1.37934
N -0.17974 -0.71139 -0.70169
H -0.25274 -0.92865 2.58515
H -0.89428 1.96727 0.21727
C -0.80481 -2.58385 0.53060
H 0.97765 1.89798 -2.34150
C 0.09929 -0.43016 1.68919
H -1.94214 -2.63708 0.47497
C -0.28547 -1.22069 0.49093
C 0.23503 0.87120 1.71209
H 0.04328 0.31910 -2.72792
H 0.48296 1.48280 2.56876
H -0.66084 1.76620 -2.40765
*
```

Computed properties:
Energy above the lowest of the compared OMol25 structures with the same formula, charge and spin ... 1.264 eV

=====

The following is a DFT calculation (ωB97M-V/def2-TZVPD) of C6H10BrN2 as an isolated structure.

ORCA input file:
```
! wB97M-V def2-TZVPD RIJCOSX def2/J DEFGRID3
* xyz 1 1
H 0.67897 1.41348 1.43885
H -1.74351 -4.09324 -0.25062
C 1.07720 -0.03354 -0.03613
C -0.05321 -3.08756 -0.08682
C -0.94072 1.06933 0.10539
N 0.54235 1.30888 0.34986
H -1.23287 -0.78696 1.24290
H 2.26606 2.34101 -0.54316
H 0.96975 3.48581 0.25659
C -1.10931 -0.50916 0.20080
Br 2.97967 -0.21158 -0.18358
H -2.14486 -0.95190 -0.26603
H -1.09952 1.47312 -0.88872
H -1.58769 1.62848 0.80305
H 0.62583 2.47604 -1.32920
C 1.09031 2.45110 -0.33831
C 0.18367 -1.08648 -0.11057
H 0.79017 -3.68994 -0.23455
N -1.29226 -3.19690 -0.12977
*
```

Computed properties:
Energy above the lowest of the compared OMol25 structures with the same formula, charge and spin ... 3.998 eV

=====

The following is a DFT calculation (ωB97M-V/def2-TZVPD) of a single C6H10BrNO2 molecule.

ORCA input file:
```
! wB97M-V def2-TZVPD RIJCOSX def2/J DEFGRID3
* xyz 0 1
H 0.16196 -1.95123 -2.95731
N 1.58203 0.23726 -1.86107
H 0.60580 2.65747 1.96927
H -0.14095 -2.71867 -1.32675
H -1.11190 2.49397 1.62358
H 0.09328 -0.00555 1.95710
Br 2.67318 -0.08094 0.70204
C -1.54735 -0.65438 0.64782
H -0.19032 3.25293 0.57534
H -1.85298 -0.33144 -0.33251
C -0.17978 2.41216 1.20823
O 1.38047 0.78150 -2.93276
C 0.96099 -0.83989 0.26494
H 0.77584 -1.85717 0.72399
H -2.55949 -0.35076 1.15963
H -1.44164 -1.74319 0.64017
C 0.76246 -0.73820 -1.43074
C -0.17471 -0.01974 0.94114
C 0.19387 -1.83439 -1.93485
O 0.00923 1.29028 0.36273
*
```

Computed properties:
Energy above the lowest of the compared OMol25 structures with the same formula, charge and spin ... 5.319 eV

=====

The following is a DFT calculation (ωB97M-V/def2-TZVPD) of a 4-piece molecular cluster, C6H10Cl10 overall.

ORCA input file:
```
! wB97M-V def2-TZVPD RIJCOSX def2/J DEFGRID3
* xyz 1 2
H -1.44502 0.64017 2.08581
H 1.60966 -3.91240 0.10992
Cl 0.02950 -2.25355 1.35824
Cl 2.44684 0.81866 0.76934
H 2.56370 4.41971 -4.23370
C 0.65794 -4.18881 -0.34386
H -1.36120 -3.19733 -0.08178
C 1.61486 0.95582 -0.73580
Cl -4.30591 -1.64005 2.87962
C 2.61919 5.07503 -3.36446
H -2.09282 -1.37790 3.34219
C -2.46793 0.26580 2.04578
Cl 0.22281 -5.56247 0.71247
Cl 1.73257 4.34975 -2.05535
H 0.75111 -4.52780 -1.37561
H -0.08015 -2.12739 -0.86723
Cl 1.96690 -0.41922 -1.84720
Cl 4.32029 5.37929 -3.08236
Cl -0.16748 1.11124 -0.42308
Cl -3.46894 1.74572 1.83714
C -0.30402 -2.95962 -0.19987
H -3.06565 -0.05391 4.13689
C -2.88435 -0.63643 3.23361
H 1.99682 1.86579 -1.19859
H -2.62656 -0.31924 1.13988
Cl 1.73783 6.54913 -3.84198
*
```

Computed properties:
Energy above the lowest of the compared OMol25 structures with the same formula, charge and spin ... 0.000 eV
<S²> ... 0.754

=====

The following is a DFT calculation (ωB97M-V/def2-TZVPD) of C6H10Cl10O2 as an isolated structure.

ORCA input file:
```
! wB97M-V def2-TZVPD RIJCOSX def2/J DEFGRID3
* xyz 0 1
C -2.12286 0.40091 -4.79901
C 2.87735 3.62354 -0.00570
H 4.59203 -3.08494 0.90680
Cl 2.19116 3.14349 1.49902
O -1.94098 1.14683 0.86313
C 3.67486 -3.05810 0.31843
H 3.84424 -2.31412 -0.45997
Cl 4.46265 4.16568 0.44010
H -3.84098 -0.41727 3.09500
H -3.20343 1.83137 2.32523
Cl 1.85400 4.94044 -0.63471
O -2.92401 -1.47065 1.59198
H -2.12609 -0.35802 3.17334
C -2.95203 -0.41380 2.46424
Cl -2.32837 -1.09501 -3.92330
H 1.49281 -2.89356 0.61298
H -1.74509 2.08068 0.75754
C -3.12340 0.94720 1.69282
C 2.41375 -2.60419 1.11918
Cl -3.56263 1.41777 -4.99621
H 2.39640 -1.52320 1.25796
H -2.42243 -1.16584 0.83230
H -3.96532 0.77020 1.02354
Cl -0.80073 1.37390 -3.89840
Cl -1.56789 0.13403 -6.46364
Cl 3.04875 2.16171 -1.19638
Cl 3.35009 -4.63959 -0.47738
Cl 2.42808 -3.09936 2.88101
*
```

Computed properties:
Energy above the lowest of the compared OMol25 structures with the same formula, charge and spin ... 0.625 eV

=====

The following is a DFT calculation (ωB97M-V/def2-TZVPD) of a single C6H10Cl2Si molecule.

ORCA input file:
```
! wB97M-V def2-TZVPD RIJCOSX def2/J DEFGRID3
* xyz 0 1
H 0.41659 -1.71587 -2.90795
C -1.03104 -0.93199 -1.52578
H -0.06997 2.99808 2.17245
H -0.76455 0.76024 2.81640
C 0.26530 -0.83739 -2.17768
Si -0.79961 -1.03876 0.37119
H 1.56190 0.04439 0.81588
C 0.57532 -0.16736 1.25058
Cl -0.86558 -3.11483 0.98272
H -1.61661 -1.78578 -1.81936
H 0.76064 -0.96572 1.91475
H 2.03001 0.25332 -2.63938
C -0.00928 0.92948 2.00180
H -1.56916 -0.04425 -1.80445
Cl -2.35235 0.00486 1.27611
C 0.35600 2.13648 1.72555
H 0.89145 1.00925 -1.36895
H 1.12152 2.29410 0.98693
C 1.09944 0.17174 -2.07078
*
```

Computed properties:
Energy above the lowest of the compared OMol25 structures with the same formula, charge and spin ... 1.994 eV

=====

no.,total energy (Eh),M (g mol⁻¹)
1,-234.3995,82.146
2,-234.5458,82.146
3,-234.4315,82.146
4,-234.5089,82.146
5,-821.8719,167.046
6,-8384.8512,749.530
7,-3270.3091,330.975
8,-2917.8396,190.064
9,-2917.7391,190.064
10,-3013.6713,208.055
11,-4836.1243,436.676
12,-4986.9324,468.674
13,-1444.5306,181.138